C6H14FeO3 | ωB97M-V with the def2-TZVPD basis set

HOMO-LUMO gap (spin up / spin down) in eV: 9.196 / 7.319
2S+1: 7
<S²>: 12.01
Relative energy (zero: lowest compared OMol25 entry of this formula, charge and spin) in kcal/mol: 0.0
Maximum force in eV/A: 1.797
HOMO level (spin up / spin down) in Eh: -0.6089 / -0.7174
Net charge: +2

Structure (XYZ):
```
24
C6H14FeO3, DFT ωB97M-V with the def2-TZVPD basis set
H 2.535 1.002 -1.072
C 0.978 -2.252 -2.308
O 0.371 -1.190 -1.584
C -1.022 -0.965 -1.856
C -1.450 0.136 -0.960
O -1.449 -0.209 0.341
C -1.602 0.813 1.323
C -0.383 0.792 2.210
O 0.791 1.004 1.424
C 1.952 1.254 2.221
H 2.022 -2.305 -1.982
H 0.461 -3.193 -2.077
H 0.931 -2.045 -3.386
H -1.566 -1.900 -1.643
H -1.148 -0.682 -2.910
H -1.967 1.041 -1.287
H -2.490 0.580 1.923
H -1.725 1.796 0.849
H -0.296 -0.174 2.729
H -0.466 1.597 2.955
H 2.797 1.394 1.538
H 1.796 2.165 2.814
H 2.144 0.398 2.882
Fe 1.112 0.335 -0.477
```